No. 1
A cluster of 2 separate species, C4H12 in total at a distorted geometry. Source: OMol25; level of theory: ωB97M-V/def2-TZVPD.

Results
gap between HOMO and LUMO = 0.4606 Ha
E_tot = -4341.55488 eV
SMILES string = CC.CC
energy relative to the best compared isomer or geometry (same formula, charge and spin) = 22.4 kcal per mole

```
16
Properties=species:S:1:pos:R:3:lowdin_charge:R:1
C 1.9274 1.1708 1.1288 -0.1433
C 0.7909 2.2755 0.9959 -0.1401
H 2.7926 1.5729 1.5960 0.0440
H 1.8342 0.3119 1.7669 0.0483
H 2.1395 0.7013 0.2351 0.0245
H -0.2067 1.9338 0.7381 0.0309
H 1.0973 3.0106 0.1850 0.0749
H 0.5922 2.8898 1.9042 0.0595
C -0.9932 -2.3096 -1.4708 -0.1677
C -1.8481 -1.1818 -0.7888 -0.1726
H -1.2996 -3.2544 -1.1600 0.0230
H -0.6916 -2.1150 -2.5109 0.0654
H -0.0128 -2.3869 -0.9072 0.0699
H -2.8557 -1.0288 -1.3063 0.0762
H -1.3047 -0.2175 -0.7195 0.0410
H -1.9615 -1.3728 0.3138 0.0663
```



No. 2
A cluster of 2 separate species, C4H12 in total at a distorted geometry. Source: OMol25; level of theory: ωB97M-V/def2-TZVPD.

Results
gap between HOMO and LUMO = 0.4644 Ha
E_tot = -4341.70927 eV
SMILES string = CC.CC
energy relative to the best compared isomer or geometry (same formula, charge and spin) = 18.9 kcal per mole

```
16
Properties=species:S:1:pos:R:3:lowdin_charge:R:1
C 1.1068 -0.4103 -1.6466 -0.1747
C 0.5052 -1.7114 -1.2124 -0.1795
H 1.3077 -0.5122 -2.7184 0.0678
H 0.5909 0.5034 -1.4784 0.0229
H 2.0852 -0.4261 -1.1075 0.0826
H 0.4706 -2.4659 -1.9235 0.0326
H 1.0317 -2.1036 -0.3181 0.0776
H -0.5654 -1.5771 -1.0053 0.0669
C -0.6982 0.8140 2.1681 -0.1438
C -0.9571 1.3531 0.7229 -0.1524
H 0.3120 1.0914 2.4567 0.0592
H -1.3712 1.2749 2.7647 0.0103
H -0.7654 -0.2959 2.2192 0.0772
H -1.0825 2.5141 0.6352 0.1024
H -1.8453 0.9224 0.3635 0.0328
H -0.1248 1.0292 0.0798 0.0180
```



No. 3
A cluster of 2 separate species, C4H12 in total at a distorted geometry. Source: OMol25; level of theory: ωB97M-V/def2-TZVPD.

Results
gap between HOMO and LUMO = 0.4551 Ha
E_tot = -4341.81268 eV
SMILES string = CC.CC
energy relative to the best compared isomer or geometry (same formula, charge and spin) = 16.5 kcal per mole

```
16
Properties=species:S:1:pos:R:3:lowdin_charge:R:1
C 2.0826 0.5506 0.3223 -0.1474
C 2.3700 -0.8911 0.7418 -0.1886
H 1.0930 0.6412 -0.1184 0.0346
H 2.2927 1.1836 1.1812 0.0665
H 2.7994 0.7492 -0.4717 0.0600
H 3.0366 -0.9941 1.6018 0.0545
H 1.4684 -1.3888 1.1250 0.0549
H 2.8192 -1.6690 0.1116 0.0613
C -1.8259 -0.3883 -0.4062 -0.1699
C -2.6273 0.8813 -0.7279 -0.1678
H -1.9105 -0.7029 0.6300 0.0665
H -1.9974 -1.2119 -1.0999 0.0617
H -0.7943 -0.1442 -0.6685 0.0309
H -3.6979 0.6229 -0.6362 0.0584
H -2.6057 1.5155 0.1556 0.0607
H -2.5029 1.2463 -1.7404 0.0637
```



No. 4
A cluster of 2 separate species, C4H12 in total at a distorted geometry. Source: OMol25; level of theory: ωB97M-V/def2-TZVPD.

Results
gap between HOMO and LUMO = 0.4492 Ha
E_tot = -4340.87089 eV
SMILES string = CC.CC
energy relative to the best compared isomer or geometry (same formula, charge and spin) = 38.2 kcal per mole

```
16
Properties=species:S:1:pos:R:3:lowdin_charge:R:1
C 0.4311 0.5225 -1.8710 -0.1917
C 1.6620 0.1245 -2.7321 -0.1773
H 0.9450 0.9139 -0.9919 0.0446
H -0.0504 -0.3204 -1.4236 0.0275
H -0.1821 1.3732 -2.2274 0.0753
H 2.3820 1.0010 -2.8431 0.0703
H 2.3342 -0.7107 -2.0600 0.1342
H 1.3276 -0.1754 -3.6677 0.0095
C -0.9371 -0.1094 1.5593 -0.2366
C -1.3918 -0.5501 2.9369 -0.2106
H -0.5718 -1.0010 0.7772 0.1128
H 0.0537 0.3689 1.6887 0.0500
H -1.6624 0.5747 1.0924 0.0604
H -1.8578 0.3504 3.4888 0.0918
H -0.5414 -0.8328 3.5913 0.0554
H -1.9407 -1.5294 2.6821 0.0843
```



No. 5
A cluster of 2 separate species, C4H12 in total at a distorted geometry. Source: OMol25; level of theory: ωB97M-V/def2-TZVPD.

Results
gap between HOMO and LUMO = 0.4495 Ha
E_tot = -4341.12906 eV
SMILES string = CC.CC
energy relative to the best compared isomer or geometry (same formula, charge and spin) = 32.3 kcal per mole

```
16
Properties=species:S:1:pos:R:3:lowdin_charge:R:1
C 2.3737 0.5710 -1.8295 -0.2021
C 1.1243 0.9271 -1.1476 -0.2193
H 3.2359 0.4809 -1.1685 0.0649
H 2.1842 -0.3579 -2.2643 0.0401
H 2.7533 1.3625 -2.5430 0.0911
H 1.3891 1.1782 -0.0226 0.0983
H 0.3495 0.0855 -0.9395 0.0634
H 0.4789 1.7690 -1.4934 0.0706
C -1.7659 -0.0474 1.0510 -0.1708
C -1.6899 -1.3766 1.7078 -0.2027
H -1.3232 0.1573 0.0991 0.0269
H -2.8270 0.1174 1.0096 0.0567
H -1.5191 0.7161 1.8239 0.0847
H -1.3689 -1.2990 2.7121 0.0369
H -0.8898 -2.1485 1.3507 0.0905
H -2.5051 -2.1357 1.6543 0.0707
```



No. 6
A cluster of 2 separate species, C4H12 in total. Source: OMol25; level of theory: ωB97M-V/def2-TZVPD.

Results
gap between HOMO and LUMO = 0.4777 Ha
E_tot = -4342.52142 eV
SMILES string = CC.CC
energy relative to the best compared isomer or geometry (same formula, charge and spin) = 0.2 kcal per mole

```
16
Properties=species:S:1:pos:R:3:lowdin_charge:R:1
C 0.3393 -0.7792 1.6345 -0.1884
C 1.0725 -1.5219 2.7501 -0.1730
H -0.7013 -0.5932 1.9080 0.0632
H 0.7721 0.2058 1.4349 0.0604
H 0.3504 -1.3528 0.7084 0.0571
H 2.1067 -1.7342 2.4665 0.0618
H 0.5683 -2.4641 2.9624 0.0601
H 1.1043 -0.9269 3.6610 0.0590
C -0.5376 0.8823 -1.4857 -0.1868
C -0.8503 1.3924 -2.8915 -0.1765
H -0.5758 1.7044 -0.7689 0.0626
H -1.2894 0.1605 -1.1667 0.0611
H 0.4516 0.4270 -1.4463 0.0592
H -1.8150 1.8999 -2.9222 0.0595
H -0.1135 2.1238 -3.2308 0.0606
H -0.8824 0.5761 -3.6137 0.0601
```



No. 7
A cluster of 2 separate species, C4H12 in total at a distorted geometry. Source: OMol25; level of theory: ωB97M-V/def2-TZVPD.

Results
gap between HOMO and LUMO = 0.4684 Ha
E_tot = -4342.07841 eV
SMILES string = CC.CC
energy relative to the best compared isomer or geometry (same formula, charge and spin) = 10.4 kcal per mole

```
16
Properties=species:S:1:pos:R:3:lowdin_charge:R:1
C -2.2166 -0.0365 -0.7036 -0.1584
C -1.8583 1.3553 -1.2704 -0.1719
H -1.3913 -0.7423 -0.6984 0.0466
H -2.3659 0.0448 0.3829 0.0589
H -3.1872 -0.2593 -1.1301 0.0589
H -2.7569 1.9481 -1.4579 0.0581
H -1.3737 1.2530 -2.2386 0.0556
H -1.2485 1.9963 -0.6496 0.0510
C 2.6322 -0.3286 0.6449 -0.1735
C 1.4259 -1.0665 1.2098 -0.1747
H 2.4944 0.0588 -0.3635 0.0595
H 2.8474 0.5089 1.3161 0.0613
H 3.5727 -0.8670 0.7266 0.0569
H 0.7613 -0.4359 1.7983 0.0587
H 1.8430 -1.7891 1.9230 0.0624
H 0.8215 -1.6398 0.5107 0.0505
```



No. 8
A cluster of 2 separate species, C4H12 in total. Source: OMol25; level of theory: ωB97M-V/def2-TZVPD.

Results
gap between HOMO and LUMO = 0.4739 Ha
E_tot = -4342.37001 eV
SMILES string = CC.CC
energy relative to the best compared isomer or geometry (same formula, charge and spin) = 3.6 kcal per mole

```
16
Properties=species:S:1:pos:R:3:lowdin_charge:R:1
C 1.4314 -1.9229 0.7269 -0.1664
C 0.1009 -2.0162 -0.0315 -0.1693
H 1.2770 -1.7988 1.8033 0.0602
H 2.0354 -2.8283 0.6303 0.0576
H 2.0385 -1.0827 0.3766 0.0559
H -0.7437 -1.8506 0.6416 0.0594
H -0.1063 -2.9606 -0.5221 0.0553
H 0.0134 -1.2413 -0.8037 0.0457
C -0.1188 1.7912 -0.7014 -0.1768
C -1.4111 2.1263 0.0173 -0.1689
H 0.4206 1.0400 -0.1313 0.0422
H -0.2716 1.3138 -1.6735 0.0622
H 0.5048 2.6501 -0.9167 0.0600
H -2.0349 2.8408 -0.5142 0.0593
H -1.1949 2.5174 1.0115 0.0612
H -2.0126 1.2266 0.1982 0.0623
```



No. 9
A cluster of 2 separate species, C4H12 in total at a distorted geometry. Source: OMol25; level of theory: ωB97M-V/def2-TZVPD.

Results
gap between HOMO and LUMO = 0.4499 Ha
E_tot = -4341.53568 eV
SMILES string = CC.CC
energy relative to the best compared isomer or geometry (same formula, charge and spin) = 22.9 kcal per mole

```
16
Properties=species:S:1:pos:R:3:lowdin_charge:R:1
C -2.2291 -1.6999 1.7515 -0.1894
C -1.2561 -1.1489 0.7261 -0.1966
H -2.1030 -2.7590 1.8896 0.0552
H -1.9219 -1.2123 2.6957 0.0672
H -3.2656 -1.4005 1.5454 0.0644
H -1.1875 -1.8823 -0.0966 0.0731
H -1.2035 -0.0643 0.7108 0.0553
H -0.2466 -1.2432 1.2080 0.0678
C 2.4167 1.4307 -1.2540 -0.1951
C 0.9137 1.4237 -1.4330 -0.1875
H 2.9236 2.2443 -0.7620 0.0522
H 2.6988 0.6312 -0.5553 0.0633
H 2.8561 1.2853 -2.2780 0.0752
H 0.6160 1.7244 -0.3947 0.0674
H 0.5323 0.4367 -1.7670 0.0748
H 0.4560 2.2341 -1.9864 0.0527
```



No. 10
A cluster of 2 separate species, C4H12 in total at a distorted geometry. Source: OMol25; level of theory: ωB97M-V/def2-TZVPD.

Results
gap between HOMO and LUMO = 0.4475 Ha
E_tot = -4340.89735 eV
SMILES string = CC.CC
energy relative to the best compared isomer or geometry (same formula, charge and spin) = 37.6 kcal per mole

```
16
Properties=species:S:1:pos:R:3:lowdin_charge:R:1
C 0.6923 -2.3699 1.1514 -0.1103
C -0.0050 -1.7327 -0.2856 -0.1276
H 0.7321 -1.5407 1.7922 0.0062
H -0.0635 -2.9395 1.7069 0.0570
H 1.7092 -2.5925 0.8859 0.0417
H -0.9652 -1.0462 0.0748 0.0849
H 0.7332 -1.3062 -0.9228 0.0148
H -0.5115 -2.5468 -0.8847 0.0457
C -1.0378 1.8855 -0.2022 -0.1830
C 0.4063 2.1444 -0.6834 -0.1775
H -1.0460 0.9058 0.4274 0.0543
H -1.3500 2.6644 0.5436 0.0650
H -1.6776 1.9658 -1.1233 0.0753
H 0.3675 3.0991 -1.1934 0.0537
H 1.0294 2.2974 0.2215 0.0766
H 0.7078 1.4758 -1.4094 0.0233
```



No. 11
A cluster of 2 separate species, C4H12 in total at a distorted geometry. Source: OMol25; level of theory: ωB97M-V/def2-TZVPD.

Results
gap between HOMO and LUMO = 0.4354 Ha
E_tot = -4340.81379 eV
SMILES string = CC.CC
energy relative to the best compared isomer or geometry (same formula, charge and spin) = 39.5 kcal per mole

```
16
Properties=species:S:1:pos:R:3:lowdin_charge:R:1
C -2.3177 0.5687 0.7253 -0.1738
C -1.9342 1.9259 1.2420 -0.1783
H -2.6189 -0.1083 1.4671 0.0550
H -2.9097 0.6091 -0.1611 0.0586
H -1.5398 0.3113 0.0667 0.0370
H -1.6909 2.5412 0.3657 0.0675
H -2.7518 2.3628 1.8512 0.0680
H -1.0322 1.9493 1.8809 0.0660
C 2.1989 -1.2399 -0.1862 -0.2055
C 2.0203 -1.2515 -1.6958 -0.1960
H 1.3800 -0.7934 0.3835 0.0516
H 2.3155 -2.2201 0.0882 0.0208
H 3.0272 -0.6034 0.2843 0.0884
H 2.4991 -2.0596 -2.3635 0.0703
H 2.4966 -0.3708 -2.1622 0.0539
H 0.8577 -1.6214 -1.7862 0.1165
```



No. 12
A cluster of 2 separate species, C4H12 in total at a distorted geometry. Source: OMol25; level of theory: ωB97M-V/def2-TZVPD.

Results
gap between HOMO and LUMO = 0.4667 Ha
E_tot = -4342.20108 eV
SMILES string = CC.CC
energy relative to the best compared isomer or geometry (same formula, charge and spin) = 7.5 kcal per mole

```
16
Properties=species:S:1:pos:R:3:lowdin_charge:R:1
C -0.3795 -0.2919 1.6362 -0.1953
C -0.3773 -1.1841 2.8419 -0.1772
H -1.1208 0.4955 1.6331 0.0644
H 0.5986 0.1669 1.4453 0.0671
H -0.5063 -0.8517 0.7065 0.0500
H 0.3643 -1.9805 2.8750 0.0645
H -1.3864 -1.6039 2.9177 0.0658
H -0.2169 -0.6428 3.7772 0.0618
C 1.0560 0.9968 -2.4657 -0.1603
C -0.3278 0.4721 -2.0040 -0.1586
H 1.7882 0.2681 -2.8016 0.0566
H 0.9004 1.7161 -3.2690 0.0538
H 1.5008 1.5808 -1.6588 0.0548
H -0.5367 0.8227 -0.9993 0.0374
H -0.2838 -0.6145 -1.8639 0.0569
H -1.0726 0.6503 -2.7706 0.0583
```